1.
The following is a DFT calculation (wB97M-V/def2-TZVPD) of a 7-piece molecular cluster, C39H91N2O18S8 overall at a distorted geometry.

```
! RIJCOSX wB97M-V def2-TZVPD def2/J DEFGRID3
* xyz -1 1
C 2.773 0.172 -5.823
C 2.504 -0.381 -7.241
C 1.061 -0.831 -7.449
C 0.659 -1.889 -6.438
C -0.842 -2.159 -6.254
C -1.649 -1.160 -5.394
C -1.215 -1.301 -3.921
C -0.508 -0.018 -3.419
N -1.125 0.657 -2.235
C -0.474 1.980 -2.073
C 0.892 1.796 -1.384
C 2.064 1.879 -2.334
C 3.418 1.763 -1.609
C 4.466 2.546 -2.433
C 4.524 4.018 -1.967
C 3.819 5.000 -2.937
C 2.482 5.560 -2.421
C -2.549 0.834 -2.295
S -3.410 0.591 -0.922
S -3.529 1.282 -3.709
C -2.998 2.921 -4.324
C -3.391 3.069 -5.797
C -2.424 3.954 -6.558
C -0.972 3.618 -6.311
N -0.234 4.146 -7.493
H 3.225 -0.617 -5.230
H 3.468 1.001 -5.864
H 1.867 0.547 -5.368
H 2.751 0.406 -7.939
H 3.199 -1.198 -7.414
H 1.033 -1.301 -8.432
H 0.372 0.007 -7.487
H 1.156 -1.740 -5.484
H 1.056 -2.828 -6.825
H -0.905 -3.122 -5.753
H -1.291 -2.169 -7.244
H -2.715 -1.292 -5.529
H -1.449 -0.152 -5.743
H -0.485 -2.107 -3.925
H -2.021 -1.634 -3.279
H -0.329 0.658 -4.254
H 0.482 -0.317 -3.083
H -0.281 2.469 -3.030
H -1.101 2.654 -1.506
H 0.962 2.577 -0.630
H 0.876 0.861 -0.830
H 2.061 1.105 -3.093
H 2.036 2.823 -2.866
H 3.364 2.141 -0.597
H 3.705 0.720 -1.650
H 4.166 2.503 -3.474
H 5.442 2.081 -2.354
H 5.557 4.327 -1.857
H 4.043 4.125 -1.004
H 4.507 5.818 -3.122
H 3.634 4.534 -3.898
H 2.320 5.313 -1.377
H 2.439 6.639 -2.497
H 1.651 5.143 -2.976
H -1.943 3.077 -4.156
H -3.543 3.666 -3.754
H -3.448 2.070 -6.227
H -4.410 3.448 -5.830
H -2.638 3.804 -7.632
H -2.681 4.995 -6.351
H -0.914 2.512 -6.251
H -0.192 3.425 -8.205
H 0.714 4.296 -7.193
O -0.509 -5.845 1.212
S 0.571 -4.939 0.969
O 0.744 -3.770 1.778
O 0.561 -4.505 -0.556
C -0.673 -3.974 -1.107
C -0.940 -2.562 -0.636
C 2.089 -5.832 0.935
H -1.509 -4.633 -0.866
H -0.545 -3.998 -2.188
H -1.158 -2.545 0.431
H -1.792 -2.131 -1.157
H -0.071 -1.926 -0.803
H 1.972 -6.696 0.287
H 2.302 -6.147 1.954
H 2.874 -5.174 0.574
O 5.382 -1.560 -3.463
S 4.943 -2.125 -2.225
O 5.372 -1.577 -0.977
O 5.265 -3.691 -2.237
C 6.616 -4.090 -2.529
C 7.544 -3.897 -1.345
C 3.185 -2.254 -2.226
H 6.980 -3.557 -3.410
H 6.562 -5.146 -2.788
H 7.681 -2.841 -1.119
H 8.523 -4.329 -1.558
H 7.133 -4.371 -0.454
H 2.868 -2.711 -3.160
H 2.787 -1.244 -2.142
H 2.875 -2.851 -1.373
O 1.627 -0.367 6.392
S 1.241 -1.519 7.147
O 2.212 -2.484 7.556
O 0.053 -2.256 6.392
C 0.245 -2.609 5.002
C 1.115 -3.838 4.835
C 0.313 -1.010 8.555
H 0.652 -1.762 4.448
H -0.746 -2.811 4.602
H 2.141 -3.639 5.145
H 1.126 -4.142 3.792
H 0.746 -4.662 5.448
H -0.450 -0.307 8.235
H 1.006 -0.533 9.244
H -0.130 -1.888 9.017
O 0.034 5.350 3.901
S 0.010 4.153 3.114
O 0.413 4.162 1.745
O -1.432 3.489 3.240
C -2.589 4.291 2.915
C -2.795 4.391 1.418
C 0.902 2.887 3.953
H -2.514 5.273 3.384
H -3.439 3.780 3.365
H -2.000 4.964 0.941
H -3.744 4.876 1.189
H -2.790 3.395 0.980
H 0.572 2.846 4.988
H 1.956 3.147 3.903
H 0.724 1.941 3.448
O -5.370 -2.612 3.213
S -5.811 -3.075 4.490
O -5.395 -2.419 5.691
O -5.487 -4.632 4.611
C -4.132 -5.054 4.353
C -3.207 -4.749 5.514
C -7.566 -3.217 4.493
H -3.768 -4.603 3.428
H -4.182 -6.128 4.190
H -3.077 -3.674 5.638
H -2.226 -5.193 5.345
H -3.617 -5.137 6.447
H -7.876 -3.753 3.601
H -7.970 -2.208 4.490
H -7.873 -3.742 5.393
O -4.976 2.638 7.522
S -3.861 2.126 8.258
O -3.418 2.771 9.454
O -2.628 1.952 7.269
C -2.230 3.091 6.472
C -1.445 4.108 7.277
C -4.112 0.414 8.588
H -3.101 3.546 6.000
H -1.601 2.693 5.681
H -2.072 4.589 8.027
H -1.047 4.881 6.618
H -0.620 3.627 7.803
H -4.409 -0.082 7.668
H -4.902 0.341 9.331
H -3.189 -0.004 8.978
*
```

Its highest occupied orbital energy is -1.72 eV. The LUMO energy comes out at 1.477 eV. The maximum force comes out at 2.0 eV Å⁻¹. The HOMO-LUMO gap is 0.11739 Eh. The value obtained for the energy above the lowest of the compared OMol25 structures with the same formula, charge and spin is 0.000 eV.

Atomic partial charges in e from the Löwdin method, atoms 1 to 6:
1 C -0.0970
2 C -0.2447
3 C -0.2156
4 C -0.2190
5 C -0.2005
6 C -0.2025


2.
The following is a DFT calculation (wB97M-V/def2-TZVPD) of a 17-piece molecular cluster, C39H92O27S12 overall at a distorted geometry.

```
! RIJCOSX wB97M-V def2-TZVPD def2/J DEFGRID3
* xyz 0 1
C -10.415 -13.092 0.107
C -11.214 -14.132 0.711
O -10.246 -14.861 1.560
C -9.032 -14.528 1.284
O -7.966 -14.969 1.835
O -9.065 -13.641 0.273
H -10.454 -12.123 0.605
H -10.573 -12.882 -0.951
H -11.510 -14.832 -0.070
H -11.998 -13.615 1.263
C -10.003 -7.388 -0.528
C -9.199 -6.806 0.616
O -9.459 -7.652 1.750
C -9.846 -8.797 1.301
O -10.107 -9.748 1.941
O -10.011 -8.773 -0.048
H -9.481 -7.449 -1.483
H -11.017 -7.010 -0.661
H -9.586 -5.809 0.825
H -8.117 -6.745 0.503
C -2.404 -2.283 1.764
C -2.740 -2.034 0.379
O -4.110 -1.973 0.330
C -4.640 -2.432 1.458
O -5.803 -2.611 1.735
O -3.595 -2.828 2.258
H -2.272 -1.346 2.306
H -1.634 -3.048 1.863
H -2.421 -2.783 -0.346
H -2.328 -1.053 0.141
C -11.130 -14.911 4.780
C -11.317 -14.725 6.308
O -11.181 -16.016 6.802
C -10.491 -16.707 5.921
O -10.097 -17.823 6.013
O -10.557 -16.117 4.716
H -10.702 -13.983 4.401
H -12.116 -14.992 4.323
H -12.343 -14.396 6.474
H -10.607 -14.106 6.857
C -18.799 -6.744 -3.162
C -18.408 -5.247 -2.837
O -17.128 -5.403 -2.352
C -16.915 -6.690 -1.969
O -15.936 -7.156 -1.386
O -17.863 -7.485 -2.497
H -18.706 -6.857 -4.243
H -19.817 -6.831 -2.781
H -19.083 -4.783 -2.117
H -18.268 -4.691 -3.764
C -7.600 -10.303 -4.312
S -7.028 -12.036 -4.808
O -7.338 -12.939 -3.562
C -5.212 -11.644 -4.852
H -7.459 -9.740 -5.234
H -7.238 -9.843 -3.393
H -8.689 -10.327 -4.349
H -4.529 -12.449 -5.125
H -4.734 -11.377 -3.909
H -5.115 -10.776 -5.503
C -8.977 -1.049 5.385
S -7.868 -2.437 6.134
O -8.924 -3.497 6.342
C -7.092 -3.033 4.526
H -9.961 -1.416 5.092
H -8.489 -0.647 4.497
H -9.118 -0.259 6.123
H -6.131 -2.546 4.363
H -7.741 -2.904 3.660
H -6.884 -4.100 4.594
C -11.857 -4.282 4.732
S -11.215 -5.558 5.925
O -12.450 -6.021 6.741
C -10.894 -6.991 4.731
H -10.968 -3.765 4.372
H -12.498 -3.631 5.327
H -12.266 -4.626 3.782
H -11.710 -7.696 4.575
H -9.993 -7.563 4.951
H -10.600 -6.383 3.876
C -11.158 -3.878 -3.527
S -11.944 -5.513 -3.685
O -11.061 -6.604 -3.013
C -13.098 -5.278 -2.265
H -10.091 -3.842 -3.747
H -11.021 -3.617 -2.477
H -11.722 -3.248 -4.215
H -12.642 -4.816 -1.388
H -13.473 -6.222 -1.871
H -13.991 -4.772 -2.631
C -7.780 -4.971 -5.491
S -8.248 -3.187 -5.571
O -8.170 -2.410 -4.268
C -6.753 -2.502 -6.488
H -7.845 -5.274 -6.536
H -8.466 -5.479 -4.814
H -6.766 -4.922 -5.093
H -5.849 -2.682 -5.908
H -6.880 -1.425 -6.602
H -6.634 -2.992 -7.455
C -6.412 -10.798 5.365
S -7.697 -10.201 4.158
O -6.883 -9.023 3.522
C -7.299 -11.443 2.932
H -5.448 -10.424 5.021
H -6.323 -11.884 5.389
H -6.663 -10.388 6.344
H -6.210 -11.472 2.980
H -7.493 -11.148 1.901
H -7.706 -12.370 3.336
C -13.244 -9.830 5.122
S -13.506 -10.694 3.539
O -12.933 -12.081 3.918
C -15.340 -11.020 3.749
H -13.499 -10.421 6.002
H -13.709 -8.854 4.984
H -12.158 -9.776 5.190
H -15.755 -11.059 4.756
H -15.440 -12.006 3.295
H -16.131 -10.400 3.327
C -13.413 -8.506 -4.857
S -14.617 -7.775 -6.094
O -15.434 -6.900 -5.162
C -13.412 -6.773 -7.118
H -13.641 -9.569 -4.788
H -13.539 -8.013 -3.893
H -12.348 -8.449 -5.081
H -12.800 -7.431 -7.735
H -12.735 -6.175 -6.508
H -14.057 -6.185 -7.770
C -4.303 -8.124 -1.735
S -5.372 -7.102 -2.846
O -6.695 -7.106 -2.056
C -4.775 -5.465 -2.501
H -3.302 -7.714 -1.603
H -4.187 -9.154 -2.070
H -4.839 -8.271 -0.797
H -5.574 -4.791 -2.809
H -3.885 -5.095 -3.011
H -4.849 -5.293 -1.428
C -13.574 -11.248 -1.108
S -14.375 -12.841 -1.582
O -13.145 -13.754 -1.688
C -14.784 -13.217 0.196
H -14.221 -10.378 -1.005
H -12.649 -11.275 -1.685
H -13.130 -11.223 -0.113
H -15.248 -14.203 0.231
H -15.318 -12.401 0.682
H -13.976 -13.131 0.922
C -3.155 -8.309 3.615
S -3.531 -6.479 3.620
O -2.337 -5.836 2.908
C -4.903 -6.243 2.524
H -3.922 -9.000 3.962
H -2.190 -8.383 4.117
H -2.870 -8.786 2.678
H -4.687 -5.420 1.843
H -5.812 -5.969 3.059
H -5.354 -7.135 2.089
C -9.587 -1.287 1.362
S -9.675 -3.124 1.104
O -11.152 -3.396 0.643
C -8.819 -3.090 -0.576
H -10.005 -1.158 2.360
H -10.177 -0.840 0.562
H -8.641 -0.748 1.315
H -9.175 -4.012 -1.036
H -7.779 -3.361 -0.394
H -9.071 -2.230 -1.196
*
```

Its highest occupied orbital energy is -8.06 eV. The LUMO energy comes out at -0.233 eV. The maximum force comes out at 5.3 eV Å⁻¹. The HOMO-LUMO gap is 0.28764 Eh.

Atomic partial charges in e from the Löwdin method, atoms 1 to 6:
1 C -0.1139
2 C -0.0853
3 O 0.0848
4 C -0.5606
5 O 0.0508
6 O 0.0548


3.
The following is a DFT calculation (wB97M-V/def2-TZVPD) of a 11-piece molecular cluster, C39H93N11O9 overall at a distorted geometry.

```
! RIJCOSX wB97M-V def2-TZVPD def2/J DEFGRID3
* xyz 0 1
C 2.015 15.154 16.027
C 3.040 15.017 17.113
N 3.038 13.600 17.568
C 3.659 13.529 18.919
C 3.124 12.290 19.711
C 3.835 12.713 16.639
C 5.240 13.150 16.305
H 2.611 15.102 15.116
H 1.681 16.191 15.987
H 1.202 14.429 16.019
H 3.992 15.419 16.765
H 2.825 15.784 17.858
H 4.749 13.542 18.937
H 3.507 14.435 19.505
H 2.088 12.587 19.877
H 3.083 11.367 19.132
H 3.499 12.195 20.730
H 3.387 12.643 15.648
H 3.851 11.700 17.041
H 5.317 13.847 15.470
H 5.844 12.299 15.993
H 5.712 13.613 17.172
C 8.345 7.293 20.050
C 7.649 7.268 18.606
N 6.244 7.638 18.634
C 5.333 6.824 19.570
C 5.308 5.337 19.380
C 5.700 7.738 17.252
C 4.300 8.458 17.249
H 9.396 7.031 19.928
H 7.981 6.512 20.716
H 8.394 8.270 20.530
H 8.269 7.803 17.886
H 7.570 6.266 18.184
H 5.689 7.143 20.550
H 4.301 7.057 19.309
H 4.705 4.952 20.202
H 4.820 5.041 18.452
H 6.308 4.918 19.267
H 5.557 6.829 16.668
H 6.190 8.349 16.494
H 3.932 8.819 16.289
H 4.240 9.276 17.967
H 3.457 7.807 17.481
C 7.015 16.197 16.821
N 8.011 17.198 16.540
C 8.636 17.286 15.376
C 9.624 18.314 15.176
O 8.547 16.530 14.466
H 6.497 16.431 17.751
H 7.479 15.228 17.004
H 6.257 16.064 16.049
H 8.125 18.036 17.092
H 9.682 19.097 15.932
H 9.323 18.863 14.284
H 10.647 17.947 15.098
C 7.702 13.267 13.289
N 8.675 13.899 14.141
C 9.506 13.337 14.928
C 10.505 14.275 15.632
O 9.477 12.110 15.069
H 7.599 13.833 12.363
H 6.835 13.408 13.934
H 7.757 12.190 13.134
H 8.825 14.894 14.053
H 11.360 13.755 16.064
H 10.019 14.629 16.541
H 10.735 15.193 15.089
C 4.803 14.423 22.418
N 6.288 14.440 22.569
C 7.010 15.254 23.404
C 8.487 15.172 23.279
O 6.483 15.969 24.256
H 4.213 13.518 22.563
H 4.676 14.607 21.352
H 4.287 15.192 22.992
H 6.633 13.808 21.860
H 8.789 15.053 22.238
H 8.801 14.181 23.607
H 9.108 15.937 23.745
C 0.643 11.083 16.711
N -0.627 11.324 17.355
C -1.096 10.591 18.361
C -2.482 10.959 18.769
O -0.576 9.696 19.062
H 0.674 10.208 16.062
H 1.476 10.929 17.396
H 0.869 11.928 16.061
H -1.086 12.213 17.214
H -2.419 11.784 19.479
H -2.936 10.087 19.240
H -3.032 11.360 17.918
C 7.116 21.783 16.342
N 6.239 20.801 15.803
C 5.553 19.952 16.549
C 4.564 19.115 15.740
O 5.810 19.649 17.691
H 7.199 22.698 15.756
H 8.128 21.392 16.448
H 6.789 22.259 17.267
H 6.192 20.798 14.794
H 5.015 18.792 14.801
H 3.613 19.576 15.470
H 4.124 18.246 16.228
C -0.610 17.332 18.147
N 0.174 18.148 17.259
C 0.305 19.486 17.353
C 1.126 20.185 16.341
O -0.193 20.069 18.333
H 0.040 16.533 18.504
H -1.521 16.830 17.820
H -0.890 17.779 19.101
H 0.697 17.625 16.572
H 1.427 19.536 15.519
H 1.977 20.716 16.770
H 0.405 20.922 15.988
C 6.255 10.394 20.644
N 7.200 10.947 19.691
C 7.716 12.210 19.677
C 8.866 12.436 18.650
O 7.485 13.087 20.472
H 5.966 11.065 21.453
H 6.663 9.651 21.330
H 5.347 10.072 20.135
H 7.659 10.313 19.054
H 9.505 11.554 18.658
H 9.356 13.322 19.054
H 8.499 12.743 17.671
C 1.983 8.601 21.120
N 1.096 9.778 21.278
C 1.272 10.728 22.227
C 0.362 11.874 22.460
O 2.166 10.651 23.011
H 3.049 8.641 21.347
H 1.902 8.216 20.103
H 1.567 7.911 21.853
H 0.379 9.996 20.602
H -0.630 11.559 22.133
H 0.831 12.646 21.850
H 0.229 12.045 23.528
C 4.221 15.239 12.772
N 4.218 15.543 11.404
C 4.953 15.038 10.449
C 4.854 15.649 9.078
O 5.754 14.130 10.546
H 4.645 14.278 13.063
H 3.197 15.141 13.132
H 4.721 16.056 13.291
H 3.883 16.485 11.256
H 4.008 15.096 8.667
H 5.852 15.597 8.644
H 4.549 16.677 9.269
*
```

Its highest occupied orbital energy is -8.44 eV. The LUMO energy comes out at -0.218 eV. The maximum force comes out at 3.9 eV Å⁻¹. The HOMO-LUMO gap is 0.30219 Eh. The value obtained for the energy above the lowest of the compared OMol25 structures with the same formula, charge and spin is 4.797 eV.

Atomic partial charges in e from the Löwdin method, atoms 1 to 6:
1 C -0.0743
2 C -0.2583
3 N -0.1194
4 C -0.2399
5 C -0.0570
6 C -0.2252